A cluster of 3 separate species, C4H13NO2 in total in a non-equilibrium geometry, computed with wB97M-V/def2-TZVPD.

Structure (SMILES): C/C=C/NC.O.O
HOMO level, eV: -7.6292
E_LUMO, eV: 0.817
Max |F|, eV/A: 2.37

The geometry in ORCA input format:
```
! RIJCOSX wB97M-V def2-TZVPD def2/J DEFGRID3
* xyz 0 1
C -0.018 -1.663 2.953
C -0.058 -1.139 1.522
C 0.785 -0.250 0.989
N 0.557 0.738 -0.004
C 1.547 1.795 -0.027
H -0.935 -2.216 3.115
H 0.833 -2.316 2.895
H 0.199 -0.897 3.670
H -0.996 -1.380 1.017
H 1.756 -0.112 1.420
H -0.367 1.154 0.002
H 2.136 1.843 -0.949
H 1.150 2.789 0.174
H 2.415 1.714 0.651
O -0.401 -1.113 -2.638
H 0.137 -1.443 -3.363
H 0.202 -0.728 -1.968
O -2.028 1.274 -1.696
H -2.140 0.709 -2.472
H -2.367 2.116 -2.022
*
```

An isolated molecule of C5H6N2O in a non-equilibrium geometry, computed with wB97M-V/def2-TZVPD.

Structure (SMILES): C1=C2CON=C2NC1
HOMO level, eV: -7.7799
E_LUMO, eV: 0.313
Max |F|, eV/A: 13.75

The geometry in ORCA input format:
```
! RIJCOSX wB97M-V def2-TZVPD def2/J DEFGRID3
* xyz 0 1
C -0.233 -1.702 -0.596
C -0.432 -0.574 0.355
C -1.393 0.244 1.138
O -1.058 1.571 0.983
N 0.155 1.663 0.144
C 0.410 0.476 -0.168
N 1.386 -0.017 -0.710
C 1.163 -1.544 -1.089
H -1.057 -2.392 -0.624
H -2.279 0.313 0.790
H -1.597 0.034 2.133
H 2.177 0.531 -1.281
H 1.915 -2.102 -0.582
H 1.426 -1.882 -2.176
*
```

A structure of composition C34H37AsAuN2O2Si2 in a non-equilibrium geometry, computed with wB97M-V/def2-TZVPD.

HOMO level, eV: -10.9003
E_LUMO, eV: -3.222
Max |F|, eV/A: 2.40

The geometry in ORCA input format:
```
! RIJCOSX wB97M-V def2-TZVPD def2/J DEFGRID3
* xyz 1 1
Au -0.270 -1.297 0.331
C -2.751 -3.743 0.996
Si -2.139 -2.107 1.761
C -3.607 -0.907 1.977
C -1.193 -2.204 3.403
C -1.952 -2.198 4.573
C -1.363 -2.177 5.822
C 0.019 -2.185 5.925
C 0.787 -2.192 4.777
C 0.206 -2.191 3.510
Si 1.410 -2.108 2.035
C 2.056 -3.823 1.499
C 2.864 -0.937 2.423
H -3.567 -4.155 1.583
H -1.974 -4.497 0.939
H -3.125 -3.570 -0.008
H -4.225 -1.206 2.819
H -4.241 -0.892 1.097
H -3.275 0.108 2.172
H -3.029 -2.197 4.502
H -1.977 -2.150 6.708
H 0.493 -2.176 6.894
H 1.862 -2.195 4.865
H 2.779 -4.178 2.230
H 2.556 -3.795 0.537
H 1.259 -4.557 1.448
H 3.469 -1.316 3.245
H 2.510 0.048 2.713
H 3.508 -0.826 1.552
O 1.512 -0.153 -0.746
As 1.920 1.433 -0.922
C 3.277 1.431 -2.317
C 2.788 1.027 -3.557
C 3.646 0.876 -4.630
C 4.999 1.132 -4.470
C 5.486 1.540 -3.241
C 4.629 1.691 -2.160
C 2.305 2.123 0.865
C 3.552 2.361 1.417
C 3.669 2.705 2.756
C 2.538 2.797 3.550
C 1.287 2.550 3.003
C 1.171 2.213 1.667
C 0.458 2.537 -1.553
C -0.569 1.953 -2.278
C -1.615 2.728 -2.751
C -1.616 4.093 -2.520
C -0.577 4.682 -1.816
C 0.460 3.907 -1.324
H 1.725 0.828 -3.671
H 3.267 0.555 -5.590
H 5.675 1.015 -5.304
H 6.539 1.739 -3.113
H 5.018 2.021 -1.206
H 4.440 2.267 0.809
H 4.646 2.883 3.180
H 2.629 3.061 4.593
H 0.403 2.606 3.620
H 0.197 1.991 1.235
H -0.538 0.882 -2.454
H -2.419 2.263 -3.299
H -2.424 4.707 -2.890
H -0.565 5.748 -1.653
H 1.275 4.354 -0.765
N -5.306 -1.495 -4.996
C -5.115 -0.591 -3.999
O -5.824 0.399 -3.898
C -4.004 -0.837 -3.062
C -3.083 -1.902 -3.116
C -2.066 -1.976 -2.202
N -1.868 -1.051 -1.241
C -2.760 -0.036 -1.156
C -3.813 0.090 -2.011
H -6.068 -1.320 -5.629
H -4.792 -2.350 -5.091
H -3.137 -2.664 -3.877
H -1.354 -2.787 -2.230
H -2.580 0.686 -0.375
H -4.508 0.908 -1.909
*
```

A structure of composition C12H15F9N3NaO15 in a non-equilibrium geometry, computed with wB97M-V/def2-TZVPD.

HOMO level, eV: -2.3796
E_LUMO, eV: 3.699
Max |F|, eV/A: 3.73

The geometry in ORCA input format:
```
! RIJCOSX wB97M-V def2-TZVPD def2/J DEFGRID3
* xyz -2 1
Na -1.199 1.020 -0.672
N -1.041 2.065 -4.147
O -1.121 3.118 -4.809
O -1.054 2.146 -2.895
O -0.946 0.950 -4.714
N -3.452 3.092 0.523
O -3.233 1.853 0.544
O -3.901 3.760 1.464
O -3.165 3.718 -0.534
N 0.647 3.861 -0.041
O 0.198 4.375 -1.065
O 0.174 2.704 0.270
O 1.517 4.409 0.681
C 0.686 -2.709 -2.826
C -0.603 -2.604 -3.607
O -1.707 -3.054 -2.775
C -2.324 -2.139 -2.022
O -1.904 -1.049 -1.814
C -3.570 -2.668 -1.270
F -3.778 -3.977 -1.489
F -3.439 -2.426 0.032
F -4.719 -2.082 -1.642
H 1.558 -2.445 -3.420
H 0.779 -3.649 -2.282
H 0.585 -1.988 -2.007
H -0.505 -3.328 -4.417
H -0.937 -1.630 -3.965
C -1.573 0.470 3.314
C -2.299 -0.793 2.887
O -1.333 -1.881 2.680
C -0.547 -1.926 1.616
O -0.556 -1.020 0.834
C 0.371 -3.160 1.593
F 0.466 -3.674 0.380
F 1.588 -2.727 1.981
F 0.018 -4.101 2.469
H -0.870 0.986 2.669
H -1.182 0.250 4.311
H -2.426 1.119 3.537
H -2.748 -0.679 1.897
H -3.076 -1.198 3.529
C 2.186 0.589 -0.674
C 3.446 0.356 0.139
O 3.485 1.292 1.225
C 4.585 1.480 1.909
O 5.616 0.881 1.711
C 4.484 2.428 3.146
F 4.133 1.706 4.194
F 5.643 3.070 3.302
F 3.607 3.392 2.844
H 1.307 0.297 -0.104
H 2.282 0.004 -1.591
H 2.135 1.638 -0.961
H 4.342 0.547 -0.450
H 3.373 -0.666 0.516
*
```

A structure of composition C6H8O2 in a non-equilibrium geometry, computed with wB97M-V/def2-TZVPD.

HOMO level, eV: -8.8919
E_LUMO, eV: 0.852
Max |F|, eV/A: 14.04

The geometry in ORCA input format:
```
! RIJCOSX wB97M-V def2-TZVPD def2/J DEFGRID3
* xyz 0 1
C -2.080 -0.933 -0.214
C -1.706 0.400 -0.049
C -0.535 1.182 -0.353
C 0.624 0.974 0.734
C 1.224 -1.096 0.116
C 0.794 0.759 -0.711
H -1.894 -1.813 -1.246
H -2.804 -1.512 0.660
H -2.207 0.913 0.876
H -0.821 2.164 -0.605
H 1.091 1.798 1.241
H 2.329 -0.853 0.769
H 1.194 -2.271 0.005
H 1.384 1.742 -1.238
O 0.363 -0.374 1.283
O 1.112 -0.611 -0.984
*
```

An isolated molecule of C5H6OS2 in a non-equilibrium geometry, computed with wB97M-V/def2-TZVPD.

Structure (SMILES): OC(=S)C1=CCSC1
HOMO level, eV: -8.8388
E_LUMO, eV: -0.332
Max |F|, eV/A: 1.49

The geometry in ORCA input format:
```
! RIJCOSX wB97M-V def2-TZVPD def2/J DEFGRID3
* xyz 0 1
O 0.161 -2.335 -0.725
C -0.628 -1.249 -0.644
S -2.158 -1.331 -1.205
C -0.004 -0.057 -0.016
C -0.637 1.106 0.136
C 0.118 2.214 0.784
S 1.787 1.558 1.152
C 1.426 -0.097 0.471
H 1.056 -2.181 -0.361
H -1.630 1.220 -0.179
H -0.363 2.538 1.723
H 0.188 3.082 0.140
H 2.153 -0.284 -0.332
H 1.598 -0.837 1.277
*
```

A cluster of 3 separate species, H7NO2 in total, computed with wB97M-V/def2-TZVPD.

Structure (SMILES): N.O.O
HOMO level, eV: -10.0099
E_LUMO, eV: 0.808
Max |F|, eV/A: 0.76

The geometry in ORCA input format:
```
! RIJCOSX wB97M-V def2-TZVPD def2/J DEFGRID3
* xyz 0 1
N 0.869 0.681 0.313
H 0.100 0.522 -0.322
H 1.639 1.086 -0.188
H 0.547 1.278 1.061
O -1.843 -0.911 -3.532
H -2.311 -1.396 -4.223
H -1.332 -0.274 -4.051
O 1.138 0.165 3.388
H 0.834 -0.393 2.663
H 0.344 0.530 3.793
*
```

A structure of composition C22H22NO3Sr in a non-equilibrium geometry, computed with wB97M-V/def2-TZVPD.

HOMO level, eV: -3.5808
E_LUMO, eV: 0.275
Max |F|, eV/A: 4.18

The geometry in ORCA input format:
```
! RIJCOSX wB97M-V def2-TZVPD def2/J DEFGRID3
* xyz -1 1
C -0.597 1.943 1.729
C 0.742 2.105 1.312
C 0.727 2.598 -0.041
H 1.608 2.003 1.951
C -0.639 2.707 -0.449
C -1.459 2.282 0.646
H -2.554 2.295 0.683
H -0.879 1.680 2.743
H 1.600 2.906 -0.616
H -0.995 3.116 -1.395
C 0.354 -2.447 1.549
C 0.183 -1.367 2.473
C -1.185 -1.010 2.482
H 0.917 -0.965 3.157
C -1.873 -1.828 1.538
C -0.920 -2.740 0.984
H -1.141 -3.546 0.289
H 1.284 -2.995 1.389
H -1.634 -0.300 3.158
H -2.944 -1.802 1.336
Sr -0.208 -0.207 -0.348
O 0.168 -0.503 -2.542
C 1.241 -0.133 -3.331
C 0.109 0.062 -4.307
H 1.720 0.813 -3.041
H 1.910 -0.956 -3.596
H -0.408 1.020 -4.339
H -0.884 0.522 -6.690
C -0.695 -0.540 -6.537
C -0.248 -0.966 -5.259
C -0.012 -2.358 -5.062
H 0.315 -2.707 -4.077
C -0.194 -3.260 -6.111
H -0.010 -4.323 -5.944
C -0.598 -2.807 -7.375
H -0.721 -3.517 -8.198
C -0.845 -1.444 -7.590
H -1.145 -1.082 -8.572
O 0.150 -0.850 5.754
C 0.453 0.349 5.748
C 0.898 1.088 7.024
C 1.198 2.488 6.545
C 0.953 2.421 5.027
O 1.140 3.392 4.290
N 0.493 1.178 4.651
H 0.082 1.080 7.752
H 1.784 0.611 7.460
H 0.524 3.223 7.005
H 2.237 2.770 6.743
*
```